ORCA calculation (wB97M-V/def2-TZVPD) on a cluster of 2 separate species, C7H16N2O in total.

Results
SMILES: C=C(C)NN.CC(C)=CO
HOMO level in hartree: -0.296
ΔE to the lowest compared entry with this formula, charge and spin in kJ/mol: 377.6
Orbital gap in eV: 8.93

ORCA input file:
```
! RIJCOSX wB97M-V def2-TZVPD def2/J DEFGRID3
* xyz 0 1
C 2.17 -1.33 -0.16
N 1.42 0.71 0.90
C 1.42 -0.04 -0.29
N 1.28 2.11 0.88
C 0.96 0.44 -1.48
H 2.16 0.44 1.55
H 1.83 2.52 0.13
H 0.30 2.32 0.69
H 1.81 -1.90 0.70
H 3.24 -1.15 0.00
H 2.06 -1.94 -1.06
H 0.81 1.50 -1.63
H 1.31 -0.05 -2.38
C -2.27 0.73 0.83
C -1.90 -0.44 -1.38
C -1.76 -0.46 0.07
C -0.90 -1.34 0.63
O -0.45 -1.31 1.92
H -0.18 -0.40 2.12
H -0.61 -2.25 0.11
H -1.48 1.44 1.10
H -2.75 0.45 1.76
H -2.98 1.32 0.26
H -0.87 0.15 -1.74
H -1.72 -1.40 -1.85
H -2.89 -0.12 -1.70
*
```